1.
This record from OMol25 describes a cluster of 6 separate species, C45H91NO12P in total in a non-equilibrium geometry. The level of theory is ωB97M-V with the def2-TZVPD basis set.

Results
lowest unoccupied orbital energy = 0.6 eV
⟨S²⟩ = 0.75
max |F| = 2.8 eV/A
calculated total energy = -3068.0476 Ha
multiplicity = 2

Element x y z (Å)
P  1.7279  -0.4579  -1.1802
O  2.7078  -5.4432  1.3473
O  -3.6568  -4.5894  2.1612
O  -0.4250  -3.9819  -4.3410
O  1.3547  4.1799  1.8736
O  -5.8566  -4.6021  2.1264
O  9.0680  3.0714  2.9251
O  9.0326  4.7001  1.4465
O  0.9014  8.5122  6.5087
O  0.7474  -5.0245  2.2331
O  1.3152  6.3509  6.4946
O  3.5165  3.8273  1.6268
O  -5.5573  -3.4270  -2.2969
N  -0.4752  -3.8383  -3.0622
C  1.6017  -2.5496  -2.9960
C  1.9876  -5.5295  2.3057
C  0.1604  1.0609  -3.9630
C  -4.1941  2.5339  -1.7831
C  1.0410  1.2680  -0.7996
C  0.8084  -1.1888  -2.6888
C  2.4780  -6.1099  3.6048
C  -0.7614  1.1721  -5.2506
C  0.8615  -3.9387  -0.8799
C  4.8439  4.2692  1.3065
C  0.8893  4.9835  6.5491
C  0.6723  4.4214  5.1600
C  -2.2901  1.1007  -4.9136
C  -2.7778  2.2021  -3.8941
C  -7.1069  -5.0586  1.5985
C  -5.7629  -1.3405  -0.9188
C  -3.0853  1.6263  -2.4586
C  3.5505  -0.1942  -1.5803
C  11.1266  4.1889  2.6316
C  -2.3056  -3.1752  -1.3950
C  -4.6671  -5.1286  1.7959
C  -6.1509  -0.3816  -2.1063
C  -5.6169  2.1885  -2.3587
C  1.6523  -5.0734  -2.9786
C  2.4590  4.6435  1.7577
C  -7.6371  -6.2413  2.3824
C  -0.1503  -4.2025  4.3415
C  10.4770  5.5488  -0.3191
C  -6.1884  -2.8401  -1.1647
C  0.9754  -0.2885  -3.9772
C  -6.3902  -3.4067  -3.4558
C  -0.9674  7.1438  6.0495
C  5.5872  4.7097  2.5495
C  -0.2736  -5.2134  3.2207
C  -0.6782  -1.3983  -2.2177
C  -6.3445  1.0774  -1.5082
C  0.4762  7.3940  6.3936
C  0.8575  -3.8064  -2.4314
C  -1.3718  -2.7592  -2.6116
C  9.5798  5.8841  0.8542
C  -4.6233  -6.4331  1.0473
C  4.0402  1.3086  -1.5106
C  2.6872  6.1281  1.8476
C  -2.3803  -2.4553  -3.7987
C  9.6629  3.9555  2.3720
H  1.6971  4.4376  7.0374
H  0.4023  -4.8838  -0.5121
H  -1.0997  7.2458  4.9726
H  -1.3755  -0.5799  -2.5294
H  -1.8903  -1.9150  -4.6340
H  0.4041  3.3652  5.2090
H  3.0228  -5.3426  4.1543
H  -6.3114  -1.0106  -0.0060
H  2.6466  -2.5373  -2.6152
H  -0.5451  0.3762  -6.0012
H  -7.4375  1.2745  -1.3940
H  3.1522  -6.9357  3.3785
H  -0.1756  -3.1880  3.9406
H  -2.1612  1.7425  -1.8480
H  11.4545  5.2071  2.4342
H  1.6892  -6.5176  4.2329
H  -0.2812  -6.2439  3.5832
H  0.3739  -3.0539  -0.4035
H  11.3219  3.9997  3.6866
H  1.3577  1.9331  -1.6403
H  1.9253  -4.8531  -4.0394
H  -0.0750  1.2469  -0.7848
H  -0.6744  -1.3488  -1.0945
H  -7.7974  -4.2207  1.6995
H  3.8848  1.7195  -0.4872
H  -0.5957  2.1426  -5.7865
H  -3.0816  -2.3724  -1.3293
H  10.0812  6.4994  1.6038
H  -7.7296  -5.9851  3.4391
H  -3.9588  3.6183  -1.9141
H  -2.8634  1.2711  -5.8640
H  -1.7632  -3.1430  -0.4215
H  -7.0267  -5.2654  0.5293
H  -2.7477  -4.1814  -1.5494
H  -0.4521  1.2231  -3.0533
H  -8.6160  -6.5433  2.0065
H  2.7338  6.4190  2.8975
H  2.5830  -5.2359  -2.3957
H  -5.8472  1.0796  -0.5043
H  1.5784  4.5256  4.5627
H  -0.1186  4.9526  4.6291
H  1.9083  -3.9338  -0.4971
H  -5.3228  -0.3772  -2.8506
H  -6.9652  -7.0987  2.3210
H  -0.9673  -4.3196  5.0550
H  3.4968  1.8677  -2.2993
H  0.7971  -0.8595  -4.9204
H  -6.1162  -2.5079  -4.0673
H  -2.5735  0.0846  -4.5634
H  0.0116  4.8729  7.1894
H  -5.4938  -6.6132  0.4207
H  11.7104  3.4938  2.0287
H  10.8415  6.4598  -0.7963
H  -1.9710  2.9790  -3.8544
H  1.6736  -2.6168  -4.1094
H  -3.4455  0.5721  -2.4832
H  5.1016  5.5623  3.0287
H  2.0610  0.0006  -4.0102
H  1.4744  1.7007  0.1274
H  -4.6580  -1.2889  -0.7537
H  -6.2520  3.1015  -2.3915
H  -5.4954  1.8054  -3.3980
H  -4.1632  2.3453  -0.6800
H  -3.1470  -1.7648  -3.3527
H  -3.7606  -6.4174  0.3815
H  1.8467  6.6336  1.3725
H  5.1461  1.2793  -1.6625
H  9.9312  4.9590  -1.0575
H  -7.0931  -0.7000  -2.6183
H  6.6123  4.9892  2.3042
H  3.8553  -0.6956  -2.5353
H  -1.5755  7.8915  6.5579
H  5.3519  3.4083  0.8709
H  -4.5112  -7.2496  1.7605
H  8.7262  6.4634  0.5001
H  5.6096  3.9037  3.2844
H  -3.7014  2.6799  -4.2949
H  0.8807  1.9118  -4.0479
H  -5.8443  -3.4170  -0.2691
H  -2.9256  -3.3724  -4.1014
H  0.7943  -4.3086  4.8782
H  -7.3031  -2.9030  -1.1766
H  4.8243  5.0395  0.5325
H  -1.3372  6.1731  6.3716
H  -1.2213  -5.0617  2.7028
H  3.5835  6.4696  1.3350
H  -7.4809  -3.4079  -3.2306
H  -6.1697  -4.3021  -4.0804
H  4.1208  -0.7384  -0.7829
H  11.3375  4.9536  -0.0105
H  0.9610  -5.9420  -2.9879


2.
This record from OMol25 describes a structure of composition C45H95Be2ClN5O9 in a non-equilibrium geometry. The level of theory is ωB97M-V with the def2-TZVPD basis set.

Results
lowest unoccupied orbital energy = -11.4 eV
relative energy (zero: lowest compared OMol25 entry of this formula, charge and spin) = 114.8 kcal/mol
max |F| = 8.0 eV/A
total charge = +3
calculated total energy = -3210.0402 Ha
multiplicity = 1

Element x y z (Å)
Cl  3.7378  -1.7034  -2.0963
O  4.1160  -2.6954  -3.0917
O  0.1499  2.4680  -11.7169
O  -6.3702  2.8490  -0.4465
O  6.4169  7.9446  -0.2706
O  2.7601  -2.4146  -1.2972
O  3.8707  -3.4017  8.2437
O  4.8168  -1.3799  -1.3737
O  0.3472  -7.9156  4.1792
O  3.1893  -0.7509  -3.0385
N  -6.7569  1.8633  0.3294
N  5.1258  8.3317  -0.0063
N  4.9709  -2.6424  7.9005
N  -0.6125  -9.0247  4.1949
N  -1.1766  2.3243  -12.0758
C  -1.3012  -11.3256  4.7160
C  -1.5115  1.8363  -13.4411
C  -0.1912  -10.2579  4.9444
C  -2.2880  -7.4785  5.4865
C  -3.6002  2.1023  -11.2504
C  4.6430  -1.3495  7.2272
C  -4.1118  1.8395  -12.6923
C  4.4640  7.4038  0.9382
C  -2.9911  -9.6728  4.1180
C  -1.6425  3.0704  -14.3408
C  -8.1224  1.6052  0.1883
C  -9.1520  2.6957  0.5117
C  -4.5148  1.5655  1.2010
C  4.4292  8.9947  -1.1133
C  7.2498  -1.3660  6.6774
C  -2.0178  -8.4571  4.2903
C  -8.6039  0.3546  1.0183
C  7.4069  -2.4823  7.6680
C  -2.4653  4.3608  -11.4837
C  6.4672  -4.1857  9.2032
C  1.1411  -10.6732  4.3864
C  4.3561  6.0269  0.2948
C  6.2179  -3.4619  7.7698
C  4.0150  8.1962  -2.3475
C  -0.0909  -9.9718  6.4917
C  -2.1906  2.8618  -11.1463
C  -0.5375  0.7642  -14.0285
C  3.1408  9.7121  -0.5838
C  -2.9292  1.1667  -13.4419
C  2.2724  8.8186  0.2226
C  3.9365  -1.5503  5.8637
C  3.7836  -0.4500  8.1363
C  -1.6664  2.7602  -9.6461
C  5.3060  10.2011  -1.5582
C  -2.3733  -7.6191  3.0029
C  6.2973  -4.3703  6.6000
C  3.0295  7.9722  1.3109
C  -8.0621  0.4340  2.4245
C  5.9697  -0.6129  7.0574
C  -6.5341  0.6145  2.3032
C  -2.7966  -10.8517  5.0784
C  -6.1156  3.1809  2.3918
C  -6.0431  1.8197  1.5600
C  5.1896  7.3439  2.2619
C  -8.3651  1.2322  -1.3538
Be  1.4097  -7.4280  -1.1508
Be  3.6110  -1.0580  -8.2425
H  -9.6864  0.2296  0.9961
H  -8.8911  3.6032  -0.0329
H  -3.1975  1.0424  -14.4911
H  -1.4882  -7.3094  6.2076
H  -3.3347  -7.1097  2.9372
H  -6.2002  0.5893  3.3405
H  3.1132  8.6247  2.1800
H  5.4586  8.2675  2.7745
H  -1.7329  -6.7584  2.8100
H  -4.1740  0.5437  1.0339
H  2.2848  7.2517  1.6491
H  -1.3833  2.7837  -15.3600
H  -4.9851  1.1883  -12.6553
H  7.2861  -4.8255  6.6565
H  4.1652  6.0004  -0.7781
H  5.3997  10.8974  -0.7249
H  1.8049  8.0866  -0.4359
H  -3.0598  -9.9562  3.0677
H  1.5844  9.5033  0.7185
H  -8.1203  2.0560  -2.0242
H  -2.8382  4.5110  -12.4969
H  3.5894  0.6150  8.0093
H  3.2459  10.4625  0.1997
H  1.1082  -10.6351  3.2976
H  3.2971  8.6961  -2.9978
H  3.4965  5.4516  0.6387
H  -2.3246  -8.1769  2.0677
H  4.8495  10.7241  -2.3986
H  -8.4404  -0.3492  3.0815
H  7.2082  -1.6773  5.6336
H  6.2589  -3.9714  5.5864
H  -2.5778  2.9331  -9.0737
H  0.4152  3.0317  -12.4474
H  -0.1879  0.0482  -13.2847
H  -1.5300  4.9126  -11.3901
H  -4.3276  2.8787  -11.0132
H  -2.8192  0.1796  -12.9929
H  -8.2810  -0.5823  0.5645
H  2.8643  -1.0010  8.3348
H  -3.2000  4.7253  -10.7656
H  -3.9434  1.9710  2.0360
H  4.5744  6.6721  2.8605
H  -3.6113  -11.5543  4.9029
H  -9.1349  3.1067  1.5212
H  -0.9532  -12.1346  5.3582
H  6.3420  9.9206  -1.7484
H  0.3503  1.3934  -14.0926
H  -2.6085  -6.5078  5.1083
H  -6.1358  4.0018  1.6750
H  -6.2868  -0.3348  1.8283
H  5.4291  -5.0159  6.7325
H  7.8194  -2.0410  8.5753
H  5.7277  0.1089  6.2773
H  1.9851  -10.0362  4.6511
H  -2.8768  -10.4921  6.1043
H  -2.6671  3.4269  -14.4466
H  4.2966  -0.4373  9.0979
H  0.7079  -9.2510  6.6663
H  -1.3214  -11.7442  3.7098
H  -10.1741  2.3969  0.2793
H  -0.9191  3.5158  -9.4037
H  2.8476  -1.5635  5.9108
H  2.5194  10.1239  -1.3790
H  7.1167  -3.5838  9.8388
H  6.2069  6.9644  2.1660
H  -4.4743  2.7615  -13.1470
H  8.2022  -3.0256  7.1577
H  3.3782  7.3623  -2.0521
H  4.2999  -2.5032  5.4791
H  4.8340  7.8391  -2.9718
H  -3.1395  -7.8199  6.0751
H  -4.0135  -9.2987  4.1716
H  5.2366  5.4595  0.5962
H  4.2645  -0.9542  5.0122
H  -1.0608  3.9345  -14.0198
H  3.6467  -2.9271  9.0476
H  0.0864  -7.4007  4.9463
H  6.4383  7.2508  -0.9338
H  1.4477  -11.6488  4.7636
H  -8.3686  1.4064  2.8099
H  -7.7140  0.3723  -1.5112
H  -5.9701  2.2804  -1.1084
H  -7.0930  3.1128  2.8695
H  7.1841  -4.9954  9.0672
H  -4.0628  2.2578  0.4907
H  0.3213  -10.7983  7.0705
H  5.6395  -4.6011  9.7781
H  -3.9081  1.3738  -10.5003
H  6.0896  0.0308  7.9288
H  -5.3966  3.3263  3.1980
H  -0.8497  0.1496  -14.8728
H  8.0631  -0.7049  6.9766
H  -0.9870  -9.4713  6.8586
H  -1.3337  1.7635  -9.3562
H  -9.4045  0.9139  -1.4339


3.
This record from OMol25 describes a cluster of 10 separate species, C45H95N5O25 in total in a non-equilibrium geometry. The level of theory is ωB97M-V with the def2-TZVPD basis set.

Results
lowest unoccupied orbital energy = -0.1 eV
max |F| = 6.8 eV/A
calculated total energy = -3925.9544 Ha
multiplicity = 1
structure (SMILES) = COCCNCCOC.COCCNCCOC.COCCNCCOC.COCCNCCOC.COCCNCCOC.O=C1OCCO1.O=C1OCCO1.O=C1OCCO1.O=C1OCCO1.O=C1OCCO1

Element x y z (Å)
O  -3.4822  -3.7164  4.8730
O  -13.5852  6.1844  -6.4301
O  -7.6017  -2.1211  -0.5294
O  0.6606  1.2703  -10.2690
O  -3.5548  -0.2881  15.2569
O  8.6394  3.1749  -2.2744
O  -7.5845  0.0131  -1.1109
O  -7.9703  -1.6354  -2.5452
O  2.8002  -3.4438  1.5609
O  13.7312  1.1782  -1.9357
O  2.0991  2.1958  -8.9124
O  2.1213  4.7129  6.7809
O  -3.2782  -4.4998  2.8002
O  2.8629  2.3033  12.2853
O  -1.9587  -5.2578  4.5601
O  1.2225  3.4795  -10.5829
O  5.1983  -9.0132  -12.2753
O  3.8205  -1.6227  1.1870
O  -0.8899  1.6183  -0.7825
O  -7.5091  4.6766  -6.6952
O  2.7651  -1.8647  3.1187
O  0.8233  2.0388  -2.1224
O  -3.7330  0.8134  10.1339
O  -0.7763  0.4181  -2.5967
O  1.5805  -5.6049  -8.7972
N  3.9406  3.0427  9.6104
N  3.0153  -7.1772  -11.1026
N  -10.4251  4.3824  -6.4885
N  11.2146  1.7409  -3.4624
N  -5.2688  0.9675  12.8055
C  1.7466  -5.4264  -7.3797
C  1.0548  0.2835  -9.3883
C  8.8924  2.7255  -3.6573
C  3.1086  4.5674  7.7468
C  -2.8713  -4.4525  3.9490
C  3.2840  -7.4423  -12.4936
C  3.0738  -2.2910  2.0514
C  -2.0449  0.7932  -0.7514
C  1.6494  1.5193  12.5930
C  -3.4827  1.7465  11.2732
C  12.0080  0.5799  -3.3446
C  15.1013  1.5294  -1.7355
C  1.3021  2.4488  -9.9258
C  -7.9745  -3.0291  -2.5750
C  -11.5779  5.0887  -5.9624
C  13.4660  0.9099  -3.2607
C  -1.7208  -0.1446  -1.8562
C  -8.0510  -3.3357  -1.0840
C  -3.8384  0.9418  12.5478
C  -8.1317  3.6848  -5.8859
C  -7.6824  -1.1902  -1.3636
C  3.2690  -3.5880  0.2781
C  2.2680  0.8016  -8.6719
C  -12.5652  5.4058  -7.0894
C  -0.1899  1.4437  -1.9033
C  2.5320  3.5159  11.6907
C  1.6326  -7.0438  -10.7616
C  2.9701  3.2294  8.5316
C  6.6370  -9.1099  -12.3009
C  -3.0691  -0.8106  16.4666
C  7.8505  4.3267  -2.1342
C  -3.2524  1.3209  8.8488
C  -4.8897  0.1823  15.2977
C  -9.5337  4.1104  -5.4112
C  -6.1918  4.3016  -6.9871
C  4.7755  -7.7554  -12.7437
C  -5.5378  0.0068  13.8708
C  -1.8138  -4.9087  5.8850
C  2.3858  4.1673  5.5292
C  3.8569  -2.2282  -0.0854
C  1.4290  -6.9828  -9.2631
C  9.7945  1.4611  -3.6361
C  -14.4431  5.5587  -5.4902
C  3.7098  3.9279  10.7044
C  -3.0136  -4.0255  6.1675
H  -5.5553  -0.4041  15.9311
H  -2.5412  -0.3900  -2.5305
H  9.1798  3.5371  -4.3257
H  -7.0350  -3.4103  -2.9752
H  -3.3790  -0.0454  12.5973
H  -10.0116  3.3211  -4.8309
H  9.6008  0.9678  -4.5886
H  3.0937  5.4492  8.3873
H  -2.7145  -3.1143  6.6855
H  -4.7496  1.1977  15.6685
H  3.1676  4.6240  4.9222
H  -3.4600  1.3665  13.4776
H  -2.8955  1.4264  -1.0037
H  -12.0316  4.3623  -5.2882
H  8.3844  5.1905  -2.5302
H  -2.1635  1.2993  8.8924
H  2.2428  -7.5394  -8.7984
H  4.8858  -2.3553  -0.4220
H  14.0628  0.0571  -3.5842
H  -2.2291  0.1641  0.1195
H  7.8972  2.5161  -4.0496
H  2.5211  -3.9495  -0.4276
H  3.3553  -1.5580  -0.7834
H  -3.6189  0.6705  8.0547
H  3.8057  2.1076  9.9675
H  1.8240  -4.3770  -7.0953
H  1.0773  -7.9025  -11.1389
H  15.7974  0.8884  -2.2765
H  3.5591  -6.3679  -10.8393
H  -15.2114  6.2492  -5.1423
H  15.2991  1.5227  -0.6637
H  1.3205  -0.6747  -9.8349
H  6.9184  -9.9644  -11.6855
H  -8.8054  -3.4923  -3.1071
H  -1.2961  -1.0855  -1.5062
H  2.9382  2.3739  7.8569
H  5.4267  -6.9976  -12.3079
H  13.8093  1.7072  -3.9199
H  -7.3083  -4.1297  -1.0069
H  -13.8414  5.1809  -4.6636
H  -11.2834  5.9569  -5.3728
H  0.8813  1.9712  13.2207
H  -9.8310  4.8838  -7.1332
H  9.4710  0.7401  -2.8854
H  15.2732  2.5864  -1.9384
H  4.0020  -4.3937  0.2375
H  11.7995  -0.0522  -4.2078
H  6.9196  4.2591  -2.6973
H  -4.0841  2.6448  11.1339
H  0.8861  -5.7902  -6.8183
H  -5.3136  -1.0356  13.6446
H  -2.4385  2.0500  11.3478
H  2.3251  3.0842  5.6354
H  -5.5884  4.1132  -6.0991
H  -5.7017  5.0605  -7.5969
H  2.7044  -8.3107  -12.8070
H  0.4641  -7.4098  -8.9896
H  -12.0812  5.8662  -7.9508
H  -7.5107  3.4548  -5.0201
H  4.1341  4.5385  7.3786
H  -3.8273  -1.4489  16.9203
H  1.5121  4.5097  4.9746
H  -6.3372  3.3762  -7.5443
H  -6.6131  0.1281  14.0013
H  -13.0766  4.5209  -7.4682
H  4.9382  -7.5988  -13.8100
H  -8.2128  2.7171  -6.3810
H  7.6698  4.3933  -1.0614
H  -14.9286  4.7580  -6.0481
H  -1.9123  -5.7598  6.5588
H  0.2917  0.1550  -8.6207
H  -3.8136  -4.5438  6.6963
H  -2.1854  -1.4481  16.4927
H  6.9919  -9.0331  -13.3286
H  11.5403  2.2731  -2.6682
H  1.2850  -6.1235  -11.2311
H  -3.5951  2.3446  8.6987
H  1.9750  0.5306  12.9165
H  11.7671  0.0873  -2.4026
H  2.3226  4.2537  12.4652
H  3.3905  4.9046  10.3409
H  -9.0121  -3.7728  -0.8132
H  4.5611  4.0610  11.3720
H  1.9373  3.3222  8.8674
H  -2.8490  -0.0899  17.2542
H  2.8689  -6.6948  -13.1697
H  -9.3264  4.9801  -4.7877
H  -5.7286  0.5789  11.9945
H  1.6419  3.4694  11.0633
H  1.1914  1.4013  11.6109
H  3.2161  0.4726  -9.0973
H  7.2139  -8.3054  -11.8447
H  2.1814  0.5473  -7.6155
H  -0.8612  -4.4113  6.0673
H  2.6360  -5.9743  -7.0683


| no. | gap between HOMO and LUMO (eV) |
| --- | --- |
| 1 | 7.690 |
| 2 | 1.010 |
| 3 | 8.482 |